[1]
{
  "formula": "C9H9N",
  "method": "the ωB97M-V functional and the def2-TZVPD basis",
  "elements": ["C", "C", "C", "C", "C", "C", "C", "C", "C", "N", "H", "H", "H", "H", "H", "H", "H", "H", "H"],
  "positions_angstrom": [[1.27931, -0.90997, 0.93309], [0.64178, -1.75878, 0.08201], [1.12910, -1.08316, -1.07413], [1.82926, 0.28041, 0.60035], [-0.88338, -1.94669, 0.20140], [1.04965, 1.54258, 0.85219], [-1.25050, -0.41021, 0.22931], [-0.73709, 0.53300, -0.78286], [0.59786, 1.17451, -0.55610], [1.71924, 0.27102, -0.87980], [-1.37894, -2.31094, -0.72986], [-1.03135, -2.43805, 1.20918], [0.28575, 1.51727, 1.68844], [1.67958, 2.45895, 0.86743], [-2.35318, -0.22251, 0.16253], [-1.03274, -0.09319, 1.14649], [-0.70280, 0.02481, -1.78578], [-1.43380, 1.43754, -0.90150], [0.59228, 1.93341, -1.26238]],
  "forces_ev_per_angstrom": [[0.8868, 0.8283, 1.9847], [-0.1558, 0.4904, -3.3709], [0.3795, 0.4274, 1.5568], [-0.0648, -1.5083, -0.3076], [0.8921, 0.8308, -0.1441], [0.4007, 0.8835, 0.6628], [-3.9192, -1.7958, -1.6346], [-0.7057, 1.2145, -1.5420], [-1.2908, 0.5235, -0.5491], [0.9554, -2.6690, 0.7794], [0.6015, -0.6816, 1.0918], [-0.7062, 0.3365, -1.5086], [0.9963, 0.0171, -1.0463], [-0.6262, -0.4780, 0.1680], [0.4262, -0.9440, 0.2173], [1.0206, 1.4489, 3.8644], [-0.0667, 0.6164, 0.6136], [0.5293, -1.4345, 0.3009], [0.4470, 1.8938, -1.1364]],
  "lowdin_charge": [0.066, -0.243, 0.141, -0.212, -0.079, -0.041, -0.221, -0.178, -0.336, 0.017, 0.124, 0.129, 0.135, 0.114, 0.129, 0.048, 0.142, 0.150, 0.116],
  "homo_lumo_gap_ev": [7.88, 7.42],
  "total_charge": 0,
  "relative_energy_kj_mol": 946.7,
  "mol_weight_g_mol": 131.2,
  "e_lumo_ev": [-0.42, -0.66]
}


[2]
{
  "formula": "CH2ClNO2",
  "method": "the ωB97M-V functional and the def2-TZVPD basis",
  "elements": ["C", "N", "O", "O", "Cl", "H", "H"],
  "positions_angstrom": [[0.48127, 0.71801, 0.23579], [1.52880, 0.63010, -0.82394], [0.92788, 0.34976, -1.89570], [2.66889, 0.89651, -0.61193], [-0.42304, 2.21249, 0.14879], [-0.11315, -0.17620, 0.19087], [1.15798, 0.83676, 1.88517]],
  "forces_ev_per_angstrom": [[1.5605, 0.9703, 4.7069], [-2.6640, 0.1208, -1.3616], [2.1769, 0.3078, 1.4837], [0.3017, -0.2377, -0.4288], [0.1856, -0.5045, -0.3209], [-0.2295, -0.0433, 0.0804], [-1.3313, -0.6134, -4.1598]],
  "lowdin_charge": [-0.546, -0.464, 0.030, 0.104, 0.592, 0.052, 0.232],
  "homo_lumo_gap_ev": 9.98,
  "total_charge": 0,
  "relative_energy_kj_mol": 544.9,
  "mol_weight_g_mol": 95.5,
  "e_lumo_ev": -0.69
}


[3]
{
  "formula": "C48H66N2O25S3",
  "method": "the ωB97M-V functional and the def2-TZVPD basis",
  "elements": ["C", "C", "O", "O", "C", "C", "C", "C", "C", "C", "C", "C", "C", "O", "C", "C", "O", "C", "C", "C", "C", "C", "C", "C", "S", "O", "O", "O", "S", "C", "C", "C", "C", "C", "C", "C", "N", "C", "C", "C", "S", "N", "H", "H", "H", "H", "H", "H", "H", "H", "H", "H", "H", "H", "H", "H", "H", "H", "H", "H", "H", "H", "H", "H", "H", "H", "H", "H", "H", "H", "H", "H", "H", "H", "H", "H", "H", "H", "H", "H", "H", "H", "H", "H", "O", "C", "O", "C", "C", "O", "H", "H", "H", "H", "O", "C", "O", "C", "C", "O", "H", "H", "H", "H", "O", "C", "O", "C", "C", "O", "H", "H", "H", "H", "O", "C", "O", "C", "C", "O", "H", "H", "H", "H", "O", "C", "O", "C", "C", "O", "H", "H", "H", "H", "O", "C", "O", "C", "C", "O", "H", "H", "H", "H"],
  "positions_angstrom": [[2.52329, -3.31688, 2.17159], [3.43388, -2.18352, 2.95281], [4.75356, -2.44869, 3.11296], [2.90864, -0.91354, 3.48430], [2.17910, -0.15269, 2.45334], [3.23966, 0.49311, 1.38237], [4.36387, 1.46228, 2.14794], [4.95743, 2.44943, 0.94436], [5.72820, 1.60291, -0.24926], [5.45273, 2.21832, -1.76297], [3.86656, 2.32786, -2.16482], [3.15784, 3.81582, -1.98498], [3.95889, 5.16742, -1.44820], [4.98022, 5.64874, -2.42143], [4.31160, 6.22693, -3.62432], [4.56543, 5.36773, -5.03571], [3.59673, 7.36954, -3.61429], [1.54323, 4.05941, -2.34146], [0.60635, 2.83418, -2.92187], [1.36789, 1.37561, -3.13334], [2.94550, 1.07478, -2.76194], [3.58507, -0.42514, -2.96713], [4.72258, -0.53657, -4.14278], [5.58609, -1.96319, -4.02383], [6.50534, -2.13640, -2.39008], [7.62773, -3.21311, -2.62606], [5.58520, -2.74586, -1.26144], [7.27993, -0.69618, -1.90315], [0.25773, 0.00354, -3.86668], [-1.42404, 0.37925, -3.07551], [-1.77136, 1.99274, -2.81988], [-3.25696, 2.26094, -2.09929], [-4.29692, 1.01379, -1.69797], [-5.76309, 1.33293, -1.03744], [-5.82582, 1.25014, 0.59776], [-4.63864, 0.36530, 1.29959], [-3.33362, 1.11850, 1.52356], [-3.87286, -0.54011, -2.00271], [-4.84066, -1.86719, -1.69380], [-2.42223, -0.86310, -2.69436], [-1.81294, -2.60159, -3.10723], [-0.84658, 3.11849, -3.22534], [3.28353, -4.11607, 1.74162], [1.91953, -2.87000, 1.25817], [1.84311, -3.87770, 2.94939], [1.35158, -0.79751, 1.89178], [1.57122, 0.69039, 3.03114], [2.68105, 1.21261, 0.63052], [3.78878, -0.38951, 0.81090], [3.75536, 2.09296, 2.95308], [5.20451, 0.84105, 2.68284], [5.75547, 3.15178, 1.47825], [4.04198, 3.06419, 0.55284], [5.53934, 0.43989, -0.20248], [6.89331, 1.74420, -0.03132], [6.06823, 1.55291, -2.51122], [5.99154, 3.28285, -1.76704], [4.53286, 4.96000, -0.43630], [3.22802, 6.08373, -1.25908], [4.20737, 4.24909, -4.84051], [3.96297, 5.85744, -5.91409], [5.72363, 5.27820, -5.29046], [1.07344, 5.14232, -2.19975], [2.77038, -1.26250, -3.21140], [4.02173, -0.74094, -1.90237], [5.41810, 0.40536, -4.25053], [4.13013, -0.62559, -5.17466], [4.90378, -2.91284, -4.25447], [6.40442, -1.96514, -4.88830], [7.36399, -0.63744, -0.89927], [-3.64816, 3.36465, -1.86946], [-6.53021, 0.57126, -1.53909], [-6.02191, 2.46192, -1.32484], [-5.89118, 2.29561, 1.14385], [-6.85064, 0.69842, 0.86308], [-4.39576, -0.65253, 0.77632], [-5.03157, 0.08336, 2.39100], [-2.92712, 0.65837, 2.39310], [-2.69576, 0.86057, 0.73812], [-4.21222, -2.51236, -0.91144], [-4.98360, -2.49786, -2.66932], [-5.83380, -1.58042, -1.14112], [-1.32221, -3.11442, -1.89613], [-1.10767, 3.94548, -2.61209], [0.00859, 6.54690, -1.35320], [0.34358, 7.70696, -1.18086], [1.31031, 8.10921, -0.30501], [1.55524, 9.47891, -0.56363], [0.28631, 9.93971, -1.20431], [-0.20064, 8.77232, -1.83850], [1.77227, 10.01577, 0.36390], [2.41696, 9.56346, -1.23398], [-0.45319, 10.27861, -0.47112], [0.45412, 10.73643, -1.93420], [4.85452, -8.73142, 3.96647], [5.30377, -7.96142, 3.13404], [4.72702, -6.77248, 2.79160], [5.65669, -6.08436, 1.97603], [6.50282, -7.18244, 1.41810], [6.44878, -8.17739, 2.42273], [5.14225, -5.51740, 1.19530], [6.22962, -5.39108, 2.60068], [6.09394, -7.59472, 0.48958], [7.53413, -6.86456, 1.24200], [-7.99809, -1.65628, 4.73362], [-7.16319, -2.35205, 4.17997], [-6.14216, -1.86963, 3.41302], [-5.27824, -2.95847, 3.14651], [-6.16780, -4.14894, 3.30286], [-7.12916, -3.71518, 4.24612], [-4.85761, -2.88225, 2.14008], [-4.46129, -2.94815, 3.87560], [-6.68004, -4.41329, 2.37172], [-5.62887, -5.02533, 3.67320], [-3.81156, -5.86440, -0.51835], [-3.48888, -6.37859, -1.57626], [-2.20180, -6.64840, -1.94243], [-2.26494, -7.43768, -3.11546], [-3.60116, -7.09380, -3.68927], [-4.36849, -6.75824, -2.54878], [-1.44409, -7.18994, -3.79404], [-2.18916, -8.49360, -2.83551], [-3.55925, -6.22557, -4.35539], [-4.05159, -7.93275, -4.22680], [-2.70058, -4.08290, 4.05338], [-1.93112, -3.48927, 4.79042], [-0.76218, -4.00942, 5.26632], [-0.06210, -2.94740, 5.88678], [-1.14598, -1.98067, 6.23840], [-2.12780, -2.21804, 5.24754], [0.48057, -3.30280, 6.76702], [0.65423, -2.53049, 5.17115], [-1.58152, -2.18083, 7.22306], [-0.80443, -0.94245, 6.20523], [-7.96875, 4.69198, -0.33330], [-8.47886, 4.13765, 0.62596], [-8.15758, 4.39572, 1.92736], [-9.11406, 3.72643, 2.72746], [-9.60517, 2.63396, 1.83398], [-9.44506, 3.17730, 0.53735], [-8.65367, 3.34150, 3.64152], [-9.90552, 4.43325, 2.99778], [-8.99995, 1.72476, 1.91374], [-10.65230, 2.38154, 2.02225]],
  "forces_ev_per_angstrom": [[0.5806, 0.1146, 0.0229], [6.1736, -0.8899, 0.4796], [-8.5423, 1.8803, -0.6866], [0.3677, -2.8834, -2.4567], [-0.9418, 1.0573, -0.9807], [0.2441, 0.2006, 0.8510], [-0.9112, -0.1302, -1.0275], [0.3774, -0.5655, 1.3332], [0.6244, 0.4638, 0.2598], [0.3197, -0.0896, 0.3950], [-3.0805, 1.3246, -0.8344], [-2.5398, -2.2154, -1.2364], [-0.7232, -0.1342, 0.6182], [-2.7897, 0.6643, -2.1756], [-2.3154, 4.1473, -0.5642], [0.1532, -0.3269, 0.9884], [4.6005, -7.5517, 0.4905], [1.5524, -3.3715, -0.6916], [4.7242, 0.1388, 1.3165], [0.7652, 2.5611, 1.2083], [-1.5315, 3.2562, 0.3057], [-0.1201, -0.0071, 0.8320], [-0.6926, -0.5406, -0.6775], [-0.3412, 1.8372, -2.1585], [2.1686, -7.5036, 3.9594], [-3.6434, 4.6908, -0.0323], [2.3981, 3.6489, -3.8998], [-1.4663, -1.4756, -0.2409], [-0.4193, 1.8544, 1.6582], [-2.2039, 1.3775, 1.4113], [-3.5189, -3.4900, 1.3730], [0.9093, -3.1600, -0.6792], [3.1698, -0.9302, -1.6457], [0.7236, 0.7615, -0.6210], [-0.4227, -1.1069, 0.5535], [-0.6847, -0.4232, 1.3330], [-0.1093, -1.7422, 0.3278], [1.8039, 2.0235, -1.0823], [1.5088, 0.6788, 0.8414], [-0.5888, 4.3631, 1.1798], [-0.4956, 1.4051, 1.0279], [0.7242, -2.1497, 2.6344], [-1.5308, 1.9286, 1.0486], [1.1246, -0.8703, 2.1598], [1.1413, 1.3339, -1.5886], [1.8736, 1.1393, 1.2296], [1.5512, -1.7578, -1.1476], [0.9270, -1.7390, 1.3600], [-1.2674, 1.8492, 1.0773], [1.5071, -1.2024, -1.7000], [-1.7083, 1.1974, -1.1045], [-1.7843, -1.2139, -1.3842], [1.8692, -1.1461, 0.5677], [-0.0185, 2.4137, -0.0814], [-2.4066, -0.3549, -0.6159], [-1.4360, 1.2693, 1.3685], [-1.5960, -2.1873, -0.1861], [-1.0519, 0.3364, -2.3125], [1.2035, -2.2604, -0.4123], [0.5850, 2.4965, -0.2992], [1.2623, -0.8920, 1.9442], [-2.4990, 0.4857, 0.6953], [1.1648, -2.7017, -0.2837], [1.5068, 2.1718, 0.5690], [-0.7259, 0.7245, -2.3414], [-1.2925, -2.0295, 0.5110], [1.3679, 0.2061, 2.1678], [1.5940, 1.9705, 1.4061], [-1.4781, 0.0298, 2.2117], [-0.5162, -0.5848, -1.5748], [1.0972, -2.6536, -0.5974], [1.6506, 1.8604, 1.1511], [0.3579, -2.6377, 0.3554], [0.4263, -2.0120, -1.3886], [2.1500, 1.1102, -0.5382], [-0.9217, 1.8515, 0.6226], [0.6866, 0.6237, -2.4645], [-0.4490, 0.9077, -1.5738], [-0.6046, 0.4367, 0.8290], [-1.4171, 1.1784, -1.7970], [0.1376, 1.3342, 1.9519], [1.8981, -0.4331, -1.4076], [-0.6213, 0.9372, -0.8771], [0.3972, -1.1649, -1.1606], [0.5513, 2.4198, 0.4125], [-0.5510, -1.6249, -0.3606], [-0.8557, -0.7168, -0.5807], [0.9578, 0.7615, 0.3050], [-0.3465, 1.1192, -0.0864], [0.3545, -1.1829, 0.3892], [-0.0246, -0.2751, -0.0745], [-0.0970, -0.0579, 0.0344], [0.0547, -0.0540, -0.0634], [-0.1319, -0.2573, 0.0088], [1.0072, 1.7384, -1.8771], [-0.9523, -1.6194, 1.7598], [0.1518, -0.9693, 0.3207], [0.0666, 1.1689, -0.3084], [0.6750, 0.0662, -0.9434], [-0.7322, 0.0004, 0.6949], [-0.0054, -0.0879, 0.2182], [-0.0862, -0.0386, -0.0789], [0.0259, 0.0349, 0.0785], [-0.1436, -0.1997, 0.1072], [1.7221, -1.4008, -1.1576], [-1.4929, 1.2385, 0.9794], [-1.2692, -0.0234, 0.5746], [1.2462, -0.0314, -0.2637], [0.3161, -1.0853, -0.4949], [-0.2504, 1.1469, 0.2444], [-0.0971, 0.1337, 0.1656], [-0.3226, -0.0088, -0.2675], [0.0291, 0.0225, 0.0741], [-0.1840, 0.1704, 0.0365], [0.7352, -1.1149, -2.3773], [-0.7289, 1.1112, 2.1912], [-0.8059, 0.3779, 0.3971], [0.8441, -0.5942, -0.4916], [-0.3715, -0.1473, -1.0926], [0.4710, 0.2385, 0.8685], [-0.0609, 0.0391, 0.2594], [-0.0209, 0.0899, -0.0140], [0.0122, -0.0580, 0.0755], [-0.0778, 0.1792, 0.1908], [1.8470, 1.1505, 1.6230], [-1.2304, -1.2271, -1.2929], [-1.0925, 0.1568, -0.4774], [1.1393, 0.0643, 0.3631], [0.1109, 0.8866, 0.8404], [-0.0820, -0.9090, -0.6288], [-0.1161, -0.1057, -0.2362], [-0.0492, -0.0010, 0.0539], [0.0301, 0.0015, -0.1033], [-0.2125, -0.1501, -0.0963], [-1.0957, -1.2542, 2.1263], [1.0462, 1.1031, -1.9686], [-0.0068, -0.0983, -1.0147], [-0.1869, 0.1039, 1.1429], [-0.5504, -1.0015, 0.3389], [0.6365, 0.7999, -0.1820], [0.0574, 0.1688, -0.1997], [0.0562, -0.0534, -0.0428], [-0.0376, 0.0921, 0.0148], [0.1620, 0.0498, -0.2141]],
  "lowdin_charge": [-0.003, -0.282, -0.041, -0.121, -0.201, -0.164, -0.179, -0.206, -0.196, -0.159, -0.054, -0.062, -0.147, -0.141, -0.265, -0.015, -0.034, 0.070, -0.143, -0.317, -0.089, -0.191, -0.205, -0.216, 0.802, -0.398, -0.406, -0.234, 0.776, -0.388, -0.139, 0.052, -0.111, -0.177, -0.178, -0.281, -0.040, -0.147, -0.111, -0.486, 0.617, -0.003, 0.087, 0.093, 0.099, 0.125, 0.143, 0.126, 0.112, 0.123, 0.120, 0.118, 0.088, 0.084, 0.122, 0.087, 0.125, 0.126, 0.131, 0.092, 0.095, 0.100, 0.076, 0.114, 0.100, 0.112, 0.132, 0.147, 0.130, 0.108, 0.106, 0.118, 0.118, 0.120, 0.109, 0.094, 0.116, 0.068, 0.048, 0.081, 0.081, 0.074, -0.107, 0.127, 0.096, -0.495, 0.061, -0.135, -0.136, 0.074, 0.138, 0.138, 0.137, 0.140, 0.131, -0.516, 0.056, -0.146, -0.139, 0.062, 0.126, 0.139, 0.136, 0.139, 0.120, -0.517, 0.034, -0.145, -0.128, 0.065, 0.133, 0.102, 0.137, 0.140, 0.124, -0.519, 0.054, -0.141, -0.141, 0.063, 0.138, 0.137, 0.136, 0.138, 0.126, -0.497, 0.069, -0.133, -0.134, 0.062, 0.142, 0.125, 0.139, 0.140, 0.124, -0.526, 0.056, -0.139, -0.141, 0.059, 0.140, 0.136, 0.126, 0.138],
  "homo_lumo_gap_ev": 7.13,
  "total_charge": 0,
  "mol_weight_g_mol": 1167.2,
  "e_lumo_ev": -0.38
}